# 1
A 13-piece molecular cluster, C15H56FN25O15S overall at a distorted geometry, computed with ωB97M-V/def2-TZVPD.

Atoms and positions in Å:
S -0.428 1.169 -0.387
F 0.216 2.654 -0.602
O 10.384 2.269 5.282
O -5.429 -1.283 -0.628
O 4.414 -0.248 -0.653
O -1.436 0.932 8.091
O -1.994 -0.376 -1.666
O -1.924 -1.987 -8.773
O 0.669 0.223 -0.150
O -5.192 -4.986 4.633
O 5.904 1.605 3.924
O 2.025 2.056 5.534
O 2.387 -4.020 -10.647
O -4.802 2.573 -7.541
O -1.438 1.218 0.693
O -4.413 0.303 4.771
O -0.519 -3.352 -2.317
N 0.051 2.612 7.771
N -0.655 -5.085 -0.862
N -3.110 1.097 3.094
N 1.185 -2.589 -11.935
N -3.633 -1.011 -9.908
N -5.208 -3.072 5.850
N 8.842 0.715 5.869
N -2.231 -0.292 4.700
N 7.409 3.279 3.628
N 0.404 -3.232 -9.874
N 0.709 -3.289 -0.413
N -4.210 -1.205 1.286
N 1.695 0.945 3.587
N 5.986 0.328 0.883
N 11.072 0.162 5.762
N -3.578 -3.434 4.272
N -1.554 -0.381 -4.994
N 5.751 3.472 5.202
N -4.824 4.524 -6.390
N 0.932 3.096 3.838
N -1.559 2.775 9.408
N -5.597 -2.987 0.863
N -3.305 4.187 -8.082
N 3.794 0.820 1.258
N -2.995 -0.211 -7.855
C -2.726 -0.897 -2.780
C -4.339 3.689 -7.351
C -0.177 -3.875 -1.264
C -2.794 -1.123 -8.838
C 4.712 0.263 0.419
C 10.116 1.123 5.616
C 1.580 2.035 4.391
C -3.322 0.369 4.222
C -1.826 -1.403 -3.960
C -1.343 0.806 -1.963
C -4.694 -3.902 4.904
C 1.389 -3.328 -10.804
C 6.329 2.716 4.229
C -5.099 -1.792 0.438
C -1.008 2.035 8.402
H -3.703 0.503 -7.893
H -5.588 4.187 -5.834
H -3.515 -1.670 -10.654
H 0.827 3.916 4.405
H 0.481 2.091 7.023
H -4.463 5.442 -6.215
H 1.891 -2.635 -12.645
H 10.877 -0.782 6.034
H 2.165 0.142 3.966
H 0.419 3.512 8.007
H -0.592 0.725 -2.777
H -2.924 3.597 -8.799
H 0.519 -3.760 -9.030
H 8.597 -0.217 6.142
H -3.174 -4.018 3.564
H 1.338 0.900 2.650
H 1.082 -2.395 -0.680
H -2.911 5.098 -7.944
H -0.575 -0.124 -4.992
H 2.834 0.799 0.970
H -3.150 -2.549 4.477
H -2.394 -0.262 -7.044
H -2.342 2.378 9.893
H -0.423 -2.668 -9.984
H -3.546 -0.227 -3.127
H 4.031 1.243 2.139
H 6.080 4.379 5.470
H -1.310 -5.543 -1.469
H 6.227 0.746 1.765
H -3.895 1.594 2.716
H -3.930 -1.603 2.164
H -2.156 0.429 -4.913
H -5.343 -3.421 1.732
H 7.773 4.182 3.866
H -6.030 -3.383 6.333
H -6.256 -3.448 0.264
H -2.224 1.158 2.627
H -3.239 -1.799 -2.393
H -2.418 -2.209 -4.450
H 0.559 3.099 2.907
H -2.034 1.666 -2.115
H 7.864 2.748 2.908
H 0.378 -2.016 -12.087
H -2.361 -0.836 5.534
H 6.711 -0.063 0.311
H -1.227 3.679 9.681
H -3.820 -0.324 1.006
H -1.322 -0.261 4.277
H -4.350 -0.315 -9.982
H 8.116 1.399 5.769
H -0.913 -1.880 -3.533
H -4.818 -2.175 6.081
H 1.004 -3.699 0.452
H 4.949 3.085 5.668
H 12.022 0.430 5.583
H -0.390 -5.533 -0.007



# 2
C23H66BCoN2O13 as an isolated structure at a distorted geometry, computed with ωB97M-V/def2-TZVPD.

Atoms and positions in Å:
Co 4.877 13.688 -16.184
O 4.952 11.547 -16.660
O 3.613 14.338 -22.676
O 6.924 13.218 -15.719
O 6.307 11.810 -24.494
O 8.751 13.650 -20.316
O 5.934 19.404 -17.258
O 8.119 24.546 -17.600
O 10.730 13.324 -18.284
O 7.205 16.461 -19.939
O 2.257 10.331 -20.489
O 3.834 15.574 -16.155
O 1.350 15.617 -20.815
O 2.779 13.199 -16.786
N 8.009 21.532 -17.095
N 4.558 11.753 -21.900
C 6.105 11.002 -15.981
C 5.313 18.633 -18.265
C 3.713 15.161 -21.536
C 7.342 19.213 -17.267
C 2.627 15.648 -16.935
C 8.497 25.837 -18.073
C 2.523 16.114 -21.482
C 7.896 15.862 -21.048
C 4.233 11.647 -20.468
C 11.838 12.004 -19.996
C 9.115 14.990 -20.657
C 11.318 12.081 -18.563
C 0.845 10.314 -20.682
C 2.365 14.294 -17.608
C 5.004 11.943 -25.092
C 7.998 20.265 -16.377
C 6.025 11.796 -22.067
C 9.221 23.689 -17.434
C 7.261 11.932 -16.289
C 2.743 11.615 -20.214
C 8.930 22.517 -16.524
C 6.511 12.554 -23.299
C 12.310 11.590 -17.549
B 5.727 14.298 -18.195
H 0.265 10.426 -19.764
H 6.674 15.832 -19.404
H 7.639 20.210 -15.344
H 6.280 9.989 -16.344
H 10.496 11.341 -18.574
H 4.397 10.801 -16.912
H 2.286 12.395 -20.836
H 4.263 11.311 -24.602
H 2.641 16.487 -17.628
H 9.018 26.395 -17.292
H 2.257 16.427 -22.495
H 5.059 11.617 -26.129
H 13.245 12.149 -17.527
H 6.060 13.546 -23.402
H 5.341 14.964 -19.040
H 12.721 12.627 -20.141
H 8.536 23.018 -15.626
H 5.846 14.874 -17.235
H 1.135 14.810 -21.301
H 4.678 12.490 -19.943
H 7.181 15.307 -21.662
H 3.700 14.601 -20.596
H 1.993 12.691 -16.563
H 7.489 18.197 -16.866
H 11.097 12.224 -20.766
H 8.266 16.692 -21.648
H 9.716 14.904 -21.564
H 0.579 9.394 -21.198
H 9.044 19.942 -16.321
H 6.487 12.305 -21.217
H 2.785 17.034 -20.957
H 9.093 25.778 -18.984
H 9.703 15.430 -19.851
H 8.187 11.638 -15.791
H 2.607 11.977 -19.183
H 11.875 11.700 -16.550
H 1.330 14.212 -17.937
H 7.526 11.959 -17.347
H 6.420 10.777 -22.114
H 7.597 12.657 -23.267
H 6.641 13.694 -18.479
H 7.961 13.668 -19.771
H 1.840 15.775 -16.186
H 2.920 14.324 -18.548
H 4.005 16.377 -15.651
H 5.433 17.561 -18.046
H 4.304 10.907 -22.396
H 4.056 13.489 -22.468
H 4.237 18.799 -18.279
H 5.815 18.843 -19.210
H 7.721 13.743 -15.573
H 5.907 10.947 -14.909
H 7.832 19.152 -18.242
H 9.925 13.457 -18.806
H 0.536 11.098 -21.379
H 4.945 13.500 -18.051
H 12.055 10.950 -20.198
H 4.581 15.829 -21.556
H 7.068 21.906 -17.025
H 4.739 13.000 -25.067
H 7.578 26.386 -18.268
H 12.472 10.519 -17.653
H 9.834 22.048 -16.136
H 4.646 10.704 -20.086
H 9.582 23.308 -18.400
H 10.118 24.218 -17.086

## Properties
Charge = +1
Multiplicity = 4



# 3
A 2-piece molecular cluster, C4H12 overall at a distorted geometry, computed with ωB97M-V/def2-TZVPD.

Atoms and positions in Å:
C -1.187 -1.387 2.538
C 0.245 0.814 -2.452
C 1.582 0.830 -1.762
C -0.625 -0.249 1.657
H 1.664 1.421 -0.863
H 0.409 -0.492 1.470
H -0.699 0.737 2.101
H 2.419 1.166 -2.368
H 0.287 0.557 -3.522
H -1.806 -0.962 3.330
H -0.384 -1.868 3.071
H -0.219 1.801 -2.489
H 1.781 -0.144 -1.319
H -1.721 -2.114 1.931
H -1.275 -0.171 0.778
H -0.471 0.061 -2.103

## Properties
Structure (SMILES) = CC.CC



| no. | M (g/mol) | calculated total energy (Ha) |
| --- | --- | --- |
| 1 | 877.84 | -3601.18481 |
| 2 | 648.53 | -3410.68663 |
| 3 | 60.14 | -159.56917 |